Record 1
This record from the OMol25 dataset describes C39H45Br2IrN2O as an isolated structure. The level of theory is ωB97M-V/def2-TZVPD.

Calculated values
LUMO level (spin up / spin down) = -2.6 / -4.8 eV
E = -189120.876 eV
multiplicity = 2
Kohn-Sham gap (spin up / spin down) = 7.5 / 5.3 eV
HOMO energy (spin up / spin down) = -10.0887 / -10.0705 eV
charge = +1

Last column: Löwdin spin population.
Cartesian coordinates (Å):
Ir -0.112 0.132 -0.085  0.032
C -0.173 0.791 1.899  0.000
C -1.482 0.359 1.547  -0.002
C -1.947 1.245 0.468  -0.004
C -0.858 2.156 0.259  -0.001
C 0.219 1.944 1.156  0.003
C 1.395 2.836 1.548  0.000
C 2.739 2.145 1.369  0.001
C 1.390 4.195 0.845  0.000
C 1.179 3.129 3.049  0.000
C -3.231 1.334 -0.409  0.000
C -3.098 2.550 -1.341  0.000
C -4.485 1.548 0.444  0.000
C -3.486 0.131 -1.315  0.000
C -2.237 -0.535 2.531  0.000
C -2.972 -1.689 1.847  0.000
C -1.293 -1.127 3.589  0.000
C -3.219 0.365 3.301  0.000
H 0.331 0.376 2.752  0.000
H -0.875 2.960 -0.456  0.000
H 2.923 1.902 0.323  0.000
H 2.798 1.222 1.948  0.000
H 3.541 2.804 1.707  0.000
H 1.591 4.146 -0.220  0.000
H 2.172 4.815 1.285  0.000
H 0.441 4.716 0.993  0.000
H 1.258 2.221 3.648  0.000
H 0.197 3.572 3.227  0.000
H 1.933 3.831 3.408  0.000
H -2.940 3.482 -0.793  0.000
H -4.018 2.658 -1.914  0.000
H -2.284 2.416 -2.058  0.000
H -4.377 2.385 1.138  0.000
H -4.758 0.659 1.006  0.000
H -5.320 1.777 -0.220  0.000
H -2.733 0.068 -2.093  0.000
H -4.455 0.265 -1.801  0.000
H -3.503 -0.813 -0.782  0.000
H -2.274 -2.342 1.322  0.000
H -3.707 -1.337 1.126  0.000
H -3.503 -2.280 2.594  0.000
H -0.451 -1.672 3.161  0.000
H -1.860 -1.832 4.197  0.000
H -0.911 -0.355 4.261  0.000
H -4.086 0.650 2.716  0.000
H -2.723 1.274 3.650  0.000
H -3.573 -0.172 4.182  0.000
C 1.028 2.633 -2.564  0.000
C 0.532 1.375 -3.188  0.000
C 0.575 1.244 -4.593  0.000
C 0.299 0.046 -5.176  0.000
C -0.072 -1.053 -4.367  0.000
C -0.361 -2.341 -4.878  0.000
Br -0.220 -2.688 -6.731  0.000
C -0.758 -3.345 -4.040  0.000
C -0.905 -3.108 -2.671  0.000
Br -1.516 -4.508 -1.573  0.000
C -0.659 -1.864 -2.105  0.000
O -0.887 -1.624 -0.857  0.008
C -0.174 -0.827 -2.978  0.001
N 0.155 0.388 -2.405  0.002
H 0.448 3.502 -2.880  0.000
H 2.066 2.815 -2.851  0.000
H 0.982 2.525 -1.491  0.000
H 0.874 2.099 -5.184  0.000
H 0.362 -0.082 -6.247  0.000
H -0.982 -4.328 -4.429  0.000
C 1.333 -3.758 3.478  0.015
C 0.525 -3.927 2.365  0.001
C 0.603 -3.048 1.293  0.022
C 1.529 -2.010 1.337  0.035
C 2.359 -1.842 2.448  0.024
C 2.247 -2.712 3.521  -0.001
N 1.628 -1.109 0.247  0.456
C 2.756 -1.241 -0.534  0.037
C 3.609 -2.366 -0.421  0.116
C 4.715 -2.490 -1.234  -0.009
C 5.014 -1.507 -2.175  0.148
C 4.187 -0.394 -2.291  -0.007
C 3.075 -0.263 -1.486  0.111
H 1.253 -4.441 4.313  0.001
H -0.183 -4.745 2.331  0.000
H -0.030 -3.159 0.425  0.000
H 3.079 -1.034 2.461  0.000
H 2.880 -2.582 4.389  0.000
H 3.378 -3.157 0.276  0.005
H 5.342 -3.366 -1.143  -0.003
H 5.882 -1.608 -2.812  0.008
H 4.411 0.380 -3.013  -0.003
H 2.457 0.617 -1.575  0.004

=====

Record 2
This record from the OMol25 dataset describes one molecule with the formula C3H11N3. The level of theory is ωB97M-V/def2-TZVPD.

Calculated values
SMILES = CNC(N)NC
LUMO level = 1.1 eV
E = -7758.652 eV
Kohn-Sham gap = 10.0 eV
HOMO energy = -8.8534 eV
charge = 0

Last column: natural (NBO) charge in e.
Cartesian coordinates (Å):
C 1.975 -0.767 0.110  -0.397
C -0.082 0.496 0.358  0.248
C -2.038 -0.832 -0.028  -0.417
H 2.431 -1.409 -0.648  0.207
H 1.920 -1.313 1.109  0.186
H 2.468 0.176 0.274  0.148
H 0.737 -0.292 -1.348  0.359
H 0.143 0.628 1.407  0.161
H -0.171 2.482 0.291  0.364
H 1.338 1.890 -0.129  0.354
H -1.617 0.887 -0.814  0.358
H -2.212 -1.286 0.936  0.178
H -3.002 -0.745 -0.520  0.196
H -1.367 -1.555 -0.534  0.189
N 0.667 -0.561 -0.331  -0.646
N 0.308 1.762 -0.238  -0.858
N -1.499 0.438 0.107  -0.631

=====

Record 3
This record from the OMol25 dataset describes a 2-piece molecular cluster, C2H3N2O2S overall. The level of theory is ωB97M-V/def2-TZVPD.

Calculated values
LUMO level (spin up / spin down) = 3.1 / 3.0 eV
E = -20027.983 eV
Kohn-Sham gap (spin up / spin down) = 6.6 / 6.3 eV
HOMO energy (spin up / spin down) = -3.4343 / -3.2857 eV
charge = -1

Last column: natural (NBO) charge in e.
Cartesian coordinates (Å):
C 0.555 -0.672 1.298  -0.105
C 1.002 -1.227 0.210  0.091
N -1.142 2.316 1.127  -0.536
N -0.105 1.775 0.852  0.242
O 0.880 2.091 0.237  -0.537
O 0.665 -1.020 -1.051  -0.650
S 1.957 -2.623 0.771  -0.422
H 0.935 -0.671 2.241  0.192
H -1.359 3.362 0.811  0.239
H 1.149 -1.731 -1.505  0.487

=====

Record 4
This record from the OMol25 dataset describes C13H21NO3Os as an isolated structure. The level of theory is ωB97M-V/def2-TZVPD.

Calculated values
LUMO level (spin up / spin down) = -8.7 / -10.7 eV
E = -23895.519 eV
multiplicity = 5
Kohn-Sham gap (spin up / spin down) = 7.7 / 6.5 eV
HOMO energy (spin up / spin down) = -16.4238 / -17.2052 eV
charge = +2

Last column: Löwdin spin population.
Cartesian coordinates (Å):
Os 0.133 -1.037 -1.116  2.578
C -2.597 1.685 1.278  0.004
C -1.368 0.919 0.810  0.075
C -0.415 1.684 0.023  0.093
C -0.748 3.015 -0.551  0.015
C 0.899 1.231 -0.188  0.175
C 1.845 1.975 -1.138  0.021
C 1.251 -0.103 0.309  0.070
C 2.645 -0.285 0.906  0.030
C 0.152 -1.023 0.791  0.118
C 0.562 -2.272 1.555  0.046
C -1.125 -0.394 1.201  0.245
C -1.849 -0.865 2.434  0.039
H -3.224 1.168 2.034  0.001
H -3.257 1.770 0.429  0.002
H -2.374 2.648 1.732  0.000
H -0.058 3.759 -0.102  0.005
H -1.780 3.304 -0.358  0.000
H -0.575 3.011 -1.656  0.006
H 1.357 2.353 -2.013  0.004
H 2.643 1.291 -1.305  0.001
H 2.249 2.825 -0.595  0.009
H 3.212 -1.169 0.491  -0.002
H 2.626 -0.427 1.990  0.003
H 3.271 0.592 0.633  0.003
H -0.281 -2.949 1.618  0.000
H 0.801 -1.982 2.612  0.008
H 1.375 -2.852 1.075  0.001
H -1.681 -1.868 2.586  0.002
H -2.965 -0.732 2.255  0.005
H -1.454 -0.303 3.315  0.018
O 0.005 -0.241 -3.020  0.124
N -1.097 -0.949 -3.265  0.005
O -1.742 -0.891 -4.285  0.064
O -1.504 -1.668 -2.265  0.107
C 1.134 -2.577 -1.893  0.056
H 2.070 -2.267 -2.432  0.024
H 0.554 -3.016 -2.726  0.023
H 1.310 -3.359 -1.168  0.021

=====

Record 5
This record from the OMol25 dataset describes an isolated ion of composition C5H8N5 and charge +1. The level of theory is ωB97M-V/def2-TZVPD.

Calculated values
SMILES = NC/N=C/C=[N+]1\C=CN=N1
LUMO level = -7.3 eV
E = -12753.382 eV
Kohn-Sham gap = 6.3 eV
HOMO energy = -13.5967 eV
charge = +1

Last column: natural (NBO) charge in e.
Cartesian coordinates (Å):
C -4.103 -0.190 -1.446  -0.055
C -2.835 0.057 -0.912  -0.072
C -1.370 -1.558 0.234  0.328
C -0.060 -1.084 0.425  -0.076
C 1.359 0.986 0.426  -0.109
N -4.422 -1.503 -1.148  -0.095
N -3.485 -2.046 -0.594  0.010
N -2.441 -1.196 -0.469  -0.196
N 0.269 0.150 0.213  -0.201
N 2.671 0.437 0.772  -0.803
H -4.883 0.365 -2.074  0.282
H -1.490 -2.594 0.564  0.257
H 0.670 -1.811 0.796  0.216
H 0.951 1.641 1.177  0.257
H 1.543 1.501 -0.435  0.244
H 2.577 -0.497 1.015  0.353
H -2.034 0.836 -0.876  0.283
H 3.324 0.550 0.095  0.376

=====

Record 6
This record from the OMol25 dataset describes one molecule with the formula C5H9FO2. The level of theory is ωB97M-V/def2-TZVPD.

Calculated values
SMILES = C[C@H](F)[C@@]1(CO)CO1
LUMO level = 0.6 eV
E = -12141.741 eV
Kohn-Sham gap = 11.0 eV
HOMO energy = -10.3274 eV
charge = 0

Last column: natural (NBO) charge in e.
Cartesian coordinates (Å):
C -0.818 1.864 0.148  -0.642
C -0.981 0.496 -0.417  0.212
C 0.203 -0.488 -0.169  0.144
C 1.575 0.096 -0.558  -0.083
C 0.092 -1.511 0.836  -0.104
H -0.731 1.755 1.205  0.220
H 0.126 2.193 -0.221  0.220
H -1.679 2.527 -0.097  0.223
H -1.147 0.507 -1.531  0.166
H 1.502 0.627 -1.504  0.162
H 2.228 -0.722 -0.756  0.177
H 2.925 1.236 0.220  0.475
H -0.802 -1.525 1.527  0.205
H 1.009 -1.929 1.206  0.185
O 2.063 0.877 0.487  -0.713
O -0.108 -1.792 -0.541  -0.471
F -2.166 -0.009 0.149  -0.378

=====

Summary of F_max in eV/Å
1.4 2.9 4.8 4.6 4.4 2.6
(order as listed above)
Summary of ΔE to the lowest compared entry with this formula, charge and spin in kcal/mol
13.0 33.0 130.8 23.0 99.0 38.9
(order as listed above)